[1]
Computed, not measured: a 2-piece molecular cluster, C2H10N4 overall in a non-equilibrium geometry, with the ωB97M-V functional and the def2-TZVPD basis.

Output
* electronic energy: -301.14291 Eh
* HOMO-LUMO gap (alpha / beta): 2.53 / 8.74 eV
* molar mass: 90.13 g mol⁻¹
* E_HOMO (alpha / beta): 1.426 / -4.854 eV
* energy relative to the best compared isomer or geometry (same formula, charge and spin): 9.8 kcal per mole

Structure (ORCA input):
```
! RIJCOSX wB97M-V def2-TZVPD def2/J DEFGRID3
* xyz -1 2
N 1.57 -2.53 -0.61
C 0.49 -1.56 -0.75
N 0.14 -0.85 0.44
H 1.43 -3.10 0.22
H 2.37 -1.99 -0.27
H -0.34 -2.14 -1.19
H 0.74 -0.98 -1.64
H 0.48 -1.29 1.28
H -0.83 -0.61 0.63
N -0.13 1.93 -0.44
C -1.16 2.31 0.32
N -1.67 1.62 1.29
H 0.43 2.58 -0.98
H 0.23 1.00 -0.26
H -1.58 3.28 0.06
H -2.16 2.30 1.89
*
```

Atom charges from the natural (NBO) analysis, given in e for atoms 1 to 8:
1. N -0.836
2. C -0.176
3. N -0.900
4. H 0.329
5. H 0.332
6. H 0.145
7. H 0.166
8. H 0.357

---

[2]
Computed, not measured: a 2-piece molecular cluster, C2H10N4 overall in a non-equilibrium geometry, with the ωB97M-V functional and the def2-TZVPD basis.

Output
* electronic energy: -301.01027 Eh
* HOMO-LUMO gap (alpha / beta): 8.90 / 7.85 eV
* molar mass: 90.13 g mol⁻¹
* E_HOMO (alpha / beta): -8.027 / -7.037 eV
* energy relative to the best compared isomer or geometry (same formula, charge and spin): 136.7 kcal per mole

Structure (ORCA input):
```
! RIJCOSX wB97M-V def2-TZVPD def2/J DEFGRID3
* xyz 0 1
C -1.12 0.46 -1.93
C 0.33 -0.12 2.13
N 1.82 0.43 0.33
N -1.35 -0.01 -0.54
N 0.23 -1.38 0.13
N 0.97 -0.57 0.85
H -2.08 0.72 -2.49
H -0.36 1.30 -1.82
H -0.54 -0.32 -2.43
H -0.46 0.64 1.73
H -0.18 -0.94 2.60
H 0.87 0.51 2.76
H 1.94 0.23 -0.63
H 1.36 1.34 0.53
H -2.06 -0.62 -0.45
H 0.63 -1.66 -0.79
*
```

Atom charges from the natural (NBO) analysis, given in e for atoms 1 to 8:
1. C -0.460
2. C -0.447
3. N -0.657
4. N -0.626
5. N -0.367
6. N -0.017
7. H 0.200
8. H 0.178

---

[3]
Computed, not measured: a 2-piece molecular cluster, C2H10N4 overall, with the ωB97M-V functional and the def2-TZVPD basis.

Output
* electronic energy: -301.19086 Eh
* HOMO-LUMO gap: 10.09 eV
* SMILES: [H]/N=C/N.NCN
* molar mass: 90.13 g mol⁻¹
* E_HOMO: -8.925 eV
* energy relative to the best compared isomer or geometry (same formula, charge and spin): 23.4 kcal per mole

Structure (ORCA input):
```
! RIJCOSX wB97M-V def2-TZVPD def2/J DEFGRID3
* xyz 0 1
H -1.93 -5.02 -3.90
N -2.52 -4.27 -3.55
C -3.23 -4.74 -2.62
N -3.98 -3.94 -1.78
H -3.22 -5.81 -2.37
H -4.97 -4.08 -1.63
H -3.66 -2.99 -1.74
N 3.72 4.36 1.53
C 2.52 4.16 2.34
N 2.88 3.43 3.54
H 3.48 4.82 0.65
H 4.36 4.96 2.04
H 2.03 5.09 2.64
H 1.76 3.61 1.77
H 3.86 3.22 3.59
H 2.36 2.60 3.77
*
```

Atom charges from the natural (NBO) analysis, given in e for atoms 1 to 8:
1. H 0.335
2. N -0.679
3. C 0.272
4. N -0.849
5. H 0.139
6. H 0.391
7. H 0.390
8. N -0.843

---

[4]
Computed, not measured: an isolated ion of composition C2H10N4 and charge +2 in a non-equilibrium geometry, with the ωB97M-V functional and the def2-TZVPD basis.

Output
* electronic energy: -300.55226 Eh
* HOMO-LUMO gap: 11.50 eV
* SMILES: NC(=[NH2+])[C@H](N)[NH3+]
* molar mass: 90.13 g mol⁻¹
* E_HOMO: -19.611 eV
* energy relative to the best compared isomer or geometry (same formula, charge and spin): 7.7 kcal per mole

Structure (ORCA input):
```
! RIJCOSX wB97M-V def2-TZVPD def2/J DEFGRID3
* xyz 2 1
N -1.78 0.73 -0.48
C -1.02 -0.11 0.09
N -1.31 -1.15 0.75
C 0.43 0.06 -0.43
N 1.06 -1.11 -0.66
N 1.30 1.08 0.56
H -1.26 1.38 -1.03
H -2.79 0.94 -0.63
H -0.75 -1.90 1.19
H -2.30 -1.33 0.96
H 0.55 0.63 -1.42
H 2.01 -1.26 -1.21
H 1.00 -1.92 -0.05
H 1.46 2.11 0.26
H 1.16 1.24 1.62
H 2.26 0.62 0.50
*
```

Atom charges from the natural (NBO) analysis, given in e for atoms 1 to 8:
1. N -0.672
2. C 0.524
3. N -0.687
4. C 0.102
5. N -0.810
6. N -0.813
7. H 0.420
8. H 0.484

---

[5]
Computed, not measured: a 2-piece molecular cluster, C2H10N4O overall in a non-equilibrium geometry, with the ωB97M-V functional and the def2-TZVPD basis.

Output
* electronic energy: -376.38849 Eh
* HOMO-LUMO gap: 7.27 eV
* molar mass: 106.13 g mol⁻¹
* E_HOMO: -7.020 eV
* energy relative to the best compared isomer or geometry (same formula, charge and spin): 70.9 kcal per mole

Structure (ORCA input):
```
! RIJCOSX wB97M-V def2-TZVPD def2/J DEFGRID3
* xyz 0 1
N -0.69 1.51 -0.34
C -1.10 1.87 1.34
O -1.94 1.02 1.74
H -1.63 1.67 -0.71
H -0.20 2.36 -0.61
H -0.06 1.82 1.76
H -1.37 2.94 1.21
N 0.81 -0.93 -1.75
C 0.71 -1.43 -0.46
N 1.50 -2.45 -0.12
N -0.13 -0.89 0.38
H -0.08 -0.84 -2.21
H 1.19 0.01 -1.74
H 2.29 -2.72 -0.70
H 1.48 -2.79 0.83
H -0.24 -1.31 1.30
H -0.54 0.14 0.08
*
```

Atom charges from the natural (NBO) analysis, given in e for atoms 1 to 8:
1. N -1.050
2. C 0.206
3. O -0.823
4. H 0.361
5. H 0.361
6. H 0.060
7. H 0.081
8. N -0.872

---

[6]
Computed, not measured: a 2-piece molecular cluster, C2H10NO overall in a non-equilibrium geometry, with the ωB97M-V functional and the def2-TZVPD basis.

Output
* electronic energy: -212.00078 Eh
* HOMO-LUMO gap (alpha / beta): 4.38 / 11.57 eV
* molar mass: 64.11 g mol⁻¹
* E_HOMO (alpha / beta): -3.533 / -11.024 eV
* energy relative to the best compared isomer or geometry (same formula, charge and spin): 43.6 kcal per mole

Structure (ORCA input):
```
! RIJCOSX wB97M-V def2-TZVPD def2/J DEFGRID3
* xyz 0 2
C -0.01 0.24 2.19
O 0.52 0.82 0.96
H 1.27 1.45 1.23
H 0.28 1.00 2.95
H -0.98 -0.13 2.17
H 0.45 -0.69 2.32
C -0.84 0.06 -1.71
N 0.38 -0.82 -1.20
H 0.23 -1.80 -1.36
H 1.36 -0.48 -1.84
H 0.54 -0.54 -0.20
H -0.77 -0.03 -2.86
H -0.68 1.24 -1.56
H -1.74 -0.31 -1.07
*
```

Atom charges from the natural (NBO) analysis, given in e for atoms 1 to 8:
1. C -0.275
2. O -0.780
3. H 0.484
4. H 0.183
5. H 0.189
6. H 0.170
7. C -0.524
8. N -1.008